A molecular structure, C33H25Br2Cl2N6O3Ru at a distorted geometry. Source: the OMol25 dataset; level of theory: ωB97M-V/def2-TZVPD.

```
72
Properties=species:S:1:pos:R:3:mulliken_spin:R:1
Ru -0.08290 0.56904 -0.11499 3.927
Br -3.02928 4.83923 0.16031 0.002
Br -7.33178 1.25346 0.72020 0.001
Cl 6.78673 2.05630 -0.83951 0.004
Cl 6.18148 2.95930 2.14560 0.002
O 1.31252 3.35219 2.89573 0.064
O -1.44908 2.24875 -0.25155 0.134
O 2.64166 1.62016 -3.36789 0.062
N -0.38958 0.01657 -2.53763 0.044
N 1.75351 1.09884 -1.28614 0.155
N -2.33324 -0.30931 -0.17168 -0.005
N -0.96774 0.74754 2.28068 0.062
N 1.27252 1.78827 1.18304 0.249
N 1.18121 -1.23435 0.80920 0.029
C 1.78150 1.13874 -2.64763 0.005
C 2.55809 1.94954 0.77406 0.058
C 2.93862 -3.10126 0.25102 0.001
C 0.56749 0.52998 -3.31062 0.006
C -1.18634 2.56686 3.81597 0.000
C -1.70571 -2.65462 -0.31710 -0.014
C 5.16905 2.03681 -0.22055 0.026
C 2.82914 1.55677 -0.56674 0.056
C -3.24096 0.70113 -0.01519 -0.018
C -5.48160 1.53241 0.40620 0.016
C 3.18888 -3.05475 -1.26297 0.003
C 2.41555 -4.47850 0.67240 0.003
C -3.63492 3.05511 0.15122 0.027
C 0.50120 0.53084 -4.69453 0.001
C -2.70623 2.04296 -0.05910 0.013
C -2.36236 2.03072 4.30753 0.000
C -4.99940 -0.91897 0.25966 0.008
C 1.91285 -2.08077 0.55484 0.019
C 0.79331 2.42404 2.30501 0.003
C -4.07565 -1.90280 0.08811 -0.002
C 4.15657 1.62145 -1.04040 -0.003
C -1.45608 -0.51980 -3.13646 -0.003
C -4.99584 2.80815 0.37445 -0.005
C -2.08772 0.22383 2.78326 -0.006
C -0.60599 -0.02766 -5.30493 0.000
C 4.90010 2.43505 1.10458 0.002
C -2.72042 -1.56212 -0.12950 0.030
C -1.60527 -0.56619 -4.51001 0.005
C -4.60931 0.43942 0.21509 -0.016
C 4.20903 -2.73850 1.02784 0.003
C -2.81362 0.82424 3.79541 0.007
C 3.62430 2.40318 1.58793 0.026
C -0.52330 1.88642 2.80921 0.004
H -2.49493 -1.00824 -4.93722 0.001
H -2.42086 -0.71056 2.34848 0.006
H 2.26505 -3.20992 -1.82219 0.000
H 4.37963 1.33904 -2.05452 -0.002
H 3.61710 -2.09711 -1.56025 -0.001
H -2.08360 -3.41172 -1.00653 0.001
H 3.88940 -3.84742 -1.52898 0.000
H -0.76447 3.49114 4.18208 0.001
H -2.22592 -0.91228 -2.48864 0.007
H -0.77193 -2.25727 -0.70625 0.004
H 2.19960 -4.51104 1.74039 0.000
H -2.91714 2.54270 5.08340 0.000
H -3.72074 0.35851 4.15657 0.000
H 3.17931 -5.22460 0.45053 0.000
H 1.31689 0.97477 -5.24568 0.001
H 4.02901 -2.75251 2.10318 0.000
H 3.42906 2.71521 2.59965 -0.001
H 4.57593 -1.74985 0.75056 0.000
H 1.50897 -4.73853 0.12437 0.000
H 4.98083 -3.47390 0.79444 0.000
H -1.49374 -3.15288 0.63237 0.001
H -6.03935 -1.16255 0.43282 0.001
H -0.69178 -0.03781 -6.38398 0.000
H -5.66359 3.64495 0.52709 0.000
H -4.36374 -2.94589 0.11485 0.000
```

Values from the calculation:
**Expectation value of S²**: 8.77
**Frontier orbital gap (alpha / beta)**: 0.254 / 0.198 hartree
**Energy relative to the best compared isomer or geometry (same formula, charge and spin)**: 0.194 eV
**E**: -217422.6305 eV
**Charge**: 0
**2S+1**: 6